{
  "formula": "C41H110N6O17",
  "method": "ωB97M-V/def2-TZVPD",
  "elements": ["C", "O", "C", "C", "N", "C", "C", "O", "C", "H", "H", "H", "H", "H", "H", "H", "H", "H", "H", "H", "H", "H", "H", "H", "C", "O", "C", "C", "N", "C", "C", "O", "C", "H", "H", "H", "H", "H", "H", "H", "H", "H", "H", "H", "H", "H", "H", "H", "C", "O", "C", "C", "N", "C", "C", "O", "C", "H", "H", "H", "H", "H", "H", "H", "H", "H", "H", "H", "H", "H", "H", "H", "C", "O", "C", "C", "N", "C", "C", "O", "C", "H", "H", "H", "H", "H", "H", "H", "H", "H", "H", "H", "H", "H", "H", "H", "C", "O", "C", "C", "N", "C", "C", "O", "C", "H", "H", "H", "H", "H", "H", "H", "H", "H", "H", "H", "H", "H", "H", "H", "C", "O", "C", "C", "N", "C", "C", "O", "C", "H", "H", "H", "H", "H", "H", "H", "H", "H", "H", "H", "H", "H", "H", "H", "C", "O", "H", "H", "H", "H", "C", "O", "H", "H", "H", "H", "C", "O", "H", "H", "H", "H", "C", "O", "H", "H", "H", "H", "C", "O", "H", "H", "H", "H"],
  "xyz": [[-6.40650, -2.86263, 11.27959], [-5.14057, -3.41968, 10.87187], [-4.41635, -2.62612, 10.01716], [-3.44718, -3.47217, 9.25390], [-2.88694, -2.79271, 8.05186], [-1.81779, -1.82076, 8.45317], [-1.17338, -1.42450, 7.04160], [-0.08813, -2.33830, 6.75101], [0.64465, -1.95471, 5.62091], [-6.50244, -1.83563, 11.63196], [-6.68085, -3.46595, 12.14494], [-7.21778, -3.04881, 10.57584], [-3.88069, -1.87385, 10.59616], [-5.10374, -2.12986, 9.33208], [-4.02636, -4.36551, 9.02023], [-2.65674, -3.80720, 9.92551], [-2.35558, -3.50043, 7.56515], [-0.97382, -2.35635, 8.88788], [-2.02912, -0.98788, 9.12380], [-0.70569, -0.44458, 7.13707], [-1.81850, -1.21900, 6.18737], [1.19177, -1.04533, 5.86946], [0.14172, -1.65871, 4.70028], [1.37495, -2.72323, 5.36767], [0.49840, 7.07342, -8.37095], [1.59036, 6.37669, -7.72891], [1.44966, 6.02233, -6.39072], [0.67765, 4.69173, -6.30010], [-0.69602, 4.95773, -5.95931], [-1.32286, 3.63969, -5.59469], [-1.65141, 2.85364, -6.91693], [-2.16435, 3.83825, -7.84047], [-2.46988, 3.50745, -9.25914], [0.69627, 6.93841, -9.43430], [0.42706, 8.09114, -7.98717], [-0.46517, 6.57057, -8.28872], [0.98515, 6.83469, -5.83182], [2.41221, 5.73878, -5.96504], [1.08399, 4.04263, -5.52443], [0.81554, 4.05673, -7.17524], [-1.17726, 5.01637, -6.84536], [-2.28095, 3.85542, -5.12180], [-0.72204, 2.95947, -4.99105], [-2.39493, 2.09473, -6.67335], [-0.79351, 2.37110, -7.38518], [-1.56720, 3.12312, -9.73406], [-2.94256, 4.38047, -9.70919], [-3.23226, 2.72857, -9.24440], [7.43410, -2.65348, -4.35949], [8.50108, -1.78341, -4.49508], [9.61676, -1.88168, -3.67324], [9.43489, -1.33449, -2.26855], [8.46316, -1.90434, -1.31817], [8.45887, -3.37937, -1.07467], [9.46425, -3.93554, -0.01292], [9.51553, -5.36792, 0.05728], [9.81261, -5.86728, 1.35041], [6.77838, -2.55226, -5.22430], [6.85743, -2.60387, -3.43586], [7.90283, -3.63686, -4.39622], [10.36341, -1.24941, -4.15371], [10.01032, -2.89440, -3.76047], [9.39898, -0.24984, -2.16678], [10.39218, -1.48973, -1.77096], [7.58488, -1.62638, -1.73224], [8.50188, -3.96787, -1.99114], [7.48973, -3.72675, -0.71664], [9.15475, -3.52173, 0.94681], [10.46149, -3.49617, 0.01105], [9.62118, -6.93985, 1.38278], [9.33600, -5.29848, 2.14879], [10.87576, -5.63451, 1.41068], [-4.03521, 4.02766, 0.75818], [-3.04745, 3.12713, 1.20070], [-3.59672, 1.81196, 1.36180], [-2.45729, 0.98402, 1.85530], [-1.06401, 1.19885, 1.43621], [-0.84859, 0.81322, 0.04347], [0.60225, 1.09924, -0.25774], [0.97527, 1.01142, -1.64109], [1.32910, -0.29228, -2.03853], [-5.02509, 3.83083, 1.16987], [-4.03612, 4.18091, -0.32099], [-3.74324, 4.98188, 1.19671], [-4.04258, 1.48603, 0.42207], [-4.46232, 1.70734, 2.01593], [-2.63119, -0.08371, 1.72178], [-2.49965, 1.15088, 2.93161], [-0.80516, 2.17508, 1.44408], [-1.45607, 1.36040, -0.67741], [-1.04795, -0.25689, -0.01328], [1.31353, 0.63850, 0.42776], [0.82389, 2.13289, 0.00785], [0.72283, -1.06627, -1.56792], [2.39314, -0.50021, -1.92595], [1.23700, -0.40482, -3.11879], [2.83182, -12.80784, 6.99814], [2.22517, -11.57551, 6.55623], [2.63750, -10.86365, 5.43810], [1.42637, -9.81862, 5.13652], [1.42817, -8.73758, 6.08260], [0.12316, -8.06252, 6.32273], [-0.48584, -7.38498, 5.06772], [-1.69542, -6.70289, 5.45630], [-2.20566, -5.95497, 4.37592], [3.91730, -12.88940, 6.94174], [2.44777, -13.64475, 6.41489], [2.53585, -12.88327, 8.04448], [2.65091, -11.61212, 4.64582], [3.60777, -10.38377, 5.56603], [0.43347, -10.26344, 5.20268], [1.42923, -9.40304, 4.12885], [1.80015, -9.03537, 6.97314], [0.31426, -7.28846, 7.06598], [-0.57578, -8.74394, 6.80774], [-0.68653, -8.11490, 4.28348], [0.17287, -6.62847, 4.64123], [-2.10499, -6.63225, 3.52783], [-1.61628, -5.08217, 4.09492], [-3.26144, -5.70020, 4.46820], [-4.11520, 9.35151, -6.52995], [-4.06005, 9.04409, -5.10661], [-2.83486, 8.54362, -4.66520], [-2.77713, 7.98096, -3.17355], [-1.37632, 7.78373, -2.80430], [-1.26391, 6.98377, -1.56556], [0.21384, 6.65556, -1.26036], [1.00422, 7.84414, -1.16130], [0.69264, 8.66476, -0.06728], [-3.15121, 9.78835, -6.79070], [-4.88863, 10.09426, -6.72553], [-4.24182, 8.42242, -7.08569], [-2.24581, 9.44915, -4.51984], [-2.31186, 7.92260, -5.39247], [-3.21400, 7.02482, -3.46173], [-3.52254, 8.48976, -2.56232], [-1.04727, 7.27973, -3.61535], [-1.73196, 6.04402, -1.85865], [-1.85594, 7.41370, -0.75761], [0.59945, 6.08866, -2.10773], [0.25489, 5.91503, -0.46159], [1.46172, 9.41729, 0.10681], [0.54025, 8.06194, 0.82798], [-0.24722, 9.14226, -0.34437], [1.71979, -2.56215, -8.76679], [0.94584, -3.70856, -9.15758], [2.49895, -2.53107, -9.52840], [1.00125, -1.75282, -8.89632], [2.02558, -2.73124, -7.73432], [0.09263, -3.30560, -9.33437], [-8.33246, 1.92280, -2.56232], [-9.61068, 1.76587, -2.06206], [-8.14245, 1.21773, -3.37155], [-8.27494, 2.95915, -2.89514], [-7.53900, 1.84858, -1.81867], [-9.78369, 1.06296, -1.43152], [-6.83805, -0.96877, 5.22713], [-5.60672, -0.43123, 5.44908], [-7.26321, -1.18560, 6.20710], [-7.36935, -0.13105, 4.77543], [-6.91637, -1.90379, 4.67241], [-5.11096, -1.17787, 5.79311], [5.02974, 5.80229, -1.10034], [4.67098, 6.60705, -2.17997], [6.03539, 5.39173, -1.00967], [5.00924, 6.28807, -0.12479], [4.50930, 4.85834, -1.26221], [3.88544, 7.05497, -1.85761], [-4.41528, -1.65850, -2.93055], [-3.10722, -1.42798, -3.40072], [-4.94896, -2.48120, -3.40643], [-4.46145, -1.78877, -1.84935], [-5.00239, -0.74895, -3.05748], [-2.74229, -2.18378, -3.86676]],
  "atomic_forces_ev_per_a": [[-0.118, -1.524, 0.789], [-1.710, -0.107, 1.250], [0.264, 1.345, -0.542], [0.160, -0.320, -0.473], [-0.301, 0.373, 2.028], [1.014, -1.091, -3.336], [1.282, 1.205, 1.563], [-1.710, -0.269, -0.277], [1.058, 0.738, 0.047], [0.929, 0.324, -0.357], [-0.003, -0.022, 0.103], [0.268, 0.095, -0.604], [0.034, 0.462, 0.025], [0.098, 0.258, -0.364], [0.191, -0.088, -0.629], [0.249, -0.044, 0.181], [-0.065, -0.189, -0.345], [0.044, -0.130, 0.515], [-0.751, -0.039, -0.492], [0.294, 0.372, 0.392], [-0.609, -0.966, 0.047], [0.414, 0.202, 0.121], [-0.928, -0.456, 0.051], [-0.165, -0.125, 0.199], [0.692, -1.297, 0.356], [0.085, 0.835, -1.356], [-0.223, -1.673, -0.187], [0.425, 0.583, 1.019], [-0.967, -2.265, 0.696], [-0.606, 0.206, -1.559], [-0.376, 0.673, -0.338], [-0.545, 0.022, -1.054], [0.037, -0.697, 2.544], [0.323, 0.844, -0.001], [-0.006, 0.132, -0.361], [-0.182, -0.141, 0.675], [-0.119, -0.188, 0.359], [0.462, 0.840, -0.300], [0.255, 0.321, 0.478], [0.049, 0.410, -0.651], [-0.208, 1.246, -0.329], [0.059, -0.149, 0.213], [0.151, 0.439, 0.319], [-0.171, -0.144, -0.191], [0.269, -0.090, 0.181], [-0.046, 0.322, -0.290], [0.592, 0.089, 0.073], [0.015, -0.217, -0.156], [0.605, -1.372, -0.086], [-0.687, 2.052, -0.877], [-0.177, 0.326, -0.085], [1.612, -1.006, 1.760], [-0.291, -0.554, -0.328], [0.300, -0.588, -0.290], [-0.101, 0.665, 0.807], [-1.498, 0.837, -0.843], [1.184, 0.981, -0.774], [0.044, 0.173, 0.111], [-0.058, 0.349, 0.104], [-0.509, -0.708, 0.020], [0.116, 0.077, 0.017], [0.045, -0.386, 0.627], [-0.702, 0.071, -0.694], [0.527, -0.263, -0.121], [-0.514, -0.332, 0.579], [0.712, -0.025, -0.351], [-0.265, 0.654, 0.304], [-0.738, -0.214, 0.340], [0.513, -0.148, -1.104], [-0.052, 0.226, 0.011], [-0.472, -0.205, 0.021], [0.402, -0.612, 0.853], [0.542, 1.304, 0.630], [-1.284, -0.824, 0.301], [0.450, 0.487, -1.706], [0.905, -0.814, 1.521], [-0.738, 0.154, -0.841], [0.511, -0.558, 0.364], [0.963, 1.151, -0.456], [-0.268, -0.404, 0.629], [0.288, -0.235, -0.681], [-0.110, -0.355, -0.230], [-0.196, -0.431, -0.166], [-0.061, 0.265, -0.125], [0.384, -0.101, -0.663], [0.151, 0.591, 0.725], [-0.295, -0.055, -0.064], [0.394, -0.152, 0.230], [-0.363, 0.346, 0.607], [-0.240, -0.030, -0.128], [-0.164, -0.095, -0.331], [-0.090, -1.036, -0.201], [-0.421, 0.490, -0.229], [0.021, -0.020, 0.133], [0.209, 0.018, 0.778], [-0.594, 0.311, -0.116], [-0.410, 0.747, -0.484], [-0.027, -0.393, 2.092], [-2.275, 0.098, -1.155], [0.805, -0.668, 0.352], [-0.022, 1.440, 0.339], [0.825, 0.169, -0.265], [-0.224, 0.222, 1.027], [0.335, -0.135, 0.417], [0.328, -1.045, -0.939], [0.205, 0.609, -0.103], [-0.246, -0.095, 0.006], [0.004, -0.232, -0.150], [0.396, 0.382, -0.749], [0.000, 0.244, -0.055], [0.062, -1.190, 0.004], [0.678, -0.122, -0.229], [-0.080, -0.089, 0.011], [0.002, 0.149, -0.086], [-0.493, -0.214, -0.346], [-0.254, -0.169, -0.118], [0.490, -0.081, 0.096], [-0.423, 0.121, -0.624], [0.151, 0.323, 0.459], [0.166, -0.028, 0.524], [1.013, -0.388, 1.532], [-1.773, -0.422, -0.710], [1.641, 2.525, 1.620], [-1.252, -1.305, -3.433], [-1.073, 1.545, 0.798], [0.414, -0.778, -1.731], [-0.889, 0.944, -0.841], [1.010, -1.464, 0.016], [-0.950, -0.182, -0.273], [0.087, 0.130, -0.299], [-0.119, -0.335, 0.220], [-0.219, 0.079, -0.195], [0.891, 0.192, -0.537], [-0.200, -0.537, 0.064], [-0.489, -0.888, 1.142], [0.778, 0.358, 0.419], [0.778, -0.383, 0.238], [-0.210, -0.658, 0.753], [0.283, 0.239, -0.017], [0.144, 0.312, -0.273], [0.289, 0.498, 0.834], [0.063, -0.201, -0.229], [0.060, 0.054, 0.288], [-0.142, 0.495, 0.512], [-0.876, -0.974, -0.831], [-0.617, -0.117, 0.062], [0.484, 0.605, 0.622], [0.818, 0.758, 0.466], [0.399, 0.523, -0.163], [-0.209, -0.792, -0.152], [0.798, 0.155, 0.070], [-1.748, 0.323, 0.474], [0.218, 0.108, -0.192], [0.007, -0.136, -0.433], [0.048, -0.322, 0.244], [0.687, -0.131, -0.159], [-2.233, 0.515, 0.597], [2.526, -0.361, -0.089], [-0.714, -0.051, 0.080], [-0.702, -0.563, -0.248], [0.353, 0.126, -0.562], [0.839, 0.307, 0.272], [0.580, -1.703, 0.563], [0.588, 0.835, -0.100], [0.788, 0.713, -1.301], [-1.096, -0.018, 0.117], [-0.755, -0.082, 1.120], [-0.216, 0.281, -0.395], [-0.582, 0.390, 0.390], [0.253, 0.140, -0.087], [0.176, -0.044, -0.129], [0.406, -0.457, 0.175], [0.007, 0.089, -0.486], [-0.252, -0.106, 0.147]],
  "smiles": "COCCNCCOC.COCCNCCOC.COCCNCCOC.COCCNCCOC.COCCNCCOC.COCCNCCOC.CO.CO.CO.CO.CO",
  "multiplicity": 1,
  "relative_energy_kcal_mol": 176.2
}